No. 1
Below is one molecule with the formula C6H4O2S2 at a distorted geometry, with properties calculated with ωB97M-V/def2-TZVPD.

Its frontier orbital gap is 7.23 eV. As for the SMILES: O=CC1=CC=C(C=O)SS1. The energy above the lowest of the compared OMol25 structures with the same formula, charge and spin is 306.59 kJ/mol. The total energy is -32048.0524 eV.

The geometry in XYZ format:
```
14
Properties=species:S:1:pos:R:3:forces:R:3
C 2.9513 -0.0274 0.1831 4.495 -0.821 -0.494
C 1.4924 0.1518 0.0922 1.910 4.093 -0.143
C 0.6741 -0.8217 0.0527 -1.557 -3.564 1.034
C -0.7883 -0.7661 0.0349 -0.308 -5.568 -0.726
C -1.4622 0.3042 -0.1232 -2.161 4.491 -0.115
C -3.0033 0.2682 -0.1856 1.388 4.913 -0.148
H 3.6453 0.5362 1.1540 -2.267 -1.470 -2.669
H 1.2092 -1.7532 0.2490 -0.720 -0.264 -0.321
H -1.5102 -1.8331 -0.0252 2.499 3.251 0.386
H -3.5973 1.4044 -0.2285 1.500 -2.839 0.140
O 3.5709 -0.6626 -0.6964 -1.839 1.860 2.949
O -3.5434 -0.7563 -0.2119 -2.137 -2.459 -0.052
S -0.8306 2.0597 -0.1550 -1.917 -1.271 0.162
S 1.1920 1.8960 -0.1402 1.115 -0.351 -0.002
```
Positions in Å, forces in eV/Å.

Here are the Löwdin charges for atoms 1 to 4, given in e: atom 1 (C): -0.29, atom 2 (C): -0.60, atom 3 (C): -0.12, atom 4 (C): -0.11

***

No. 2
Below is a 11-piece molecular cluster, C34H64Br2O7 overall at a distorted geometry, with properties calculated with ωB97M-V/def2-TZVPD.

Its frontier orbital gap is 9.02 eV. As for the SMILES: c1ccccc1.c1ccccc1.c1ccccc1.BrCCBr.CCO.CCO.CCO.CCO.CCO.CCO.CCO. The total energy is -190710.0396 eV.

The geometry in XYZ format:
```
107
Properties=species:S:1:pos:R:3:forces:R:3
Br -4.1103 4.8832 -2.0815 -0.552 -0.146 -0.519
C -4.9467 3.2123 -2.6341 -1.022 -0.029 -0.035
C -5.1618 2.3496 -1.4234 0.848 -0.967 0.498
Br -3.4165 1.4907 -0.9725 -0.493 0.405 0.224
H -4.3804 2.7686 -3.4458 0.348 -0.080 0.289
H -5.9300 3.4385 -3.0530 0.090 0.415 0.093
H -5.8001 1.4716 -1.4998 -0.100 0.162 -0.784
H -5.5617 2.8942 -0.5718 0.482 0.209 0.072
C -5.3585 1.2438 5.4054 -0.681 0.164 -0.280
C -4.9942 2.3296 4.6243 0.815 -0.383 0.179
C -4.1341 2.1175 3.5423 -1.139 0.477 0.395
C -3.8126 0.8244 3.1330 0.023 0.754 -0.378
C -4.2503 -0.2678 3.8630 0.031 0.525 0.381
C -4.9981 -0.0285 5.0184 0.165 -0.891 -0.166
H -6.0423 1.3644 6.2368 0.172 0.073 0.120
H -5.3201 3.3246 4.8966 0.072 0.054 -0.068
H -3.8731 3.0263 3.0131 0.388 -0.329 -0.425
H -3.2938 0.7409 2.1849 0.231 -0.348 0.145
H -3.9826 -1.2691 3.5589 -0.125 -0.075 0.025
H -5.3422 -0.8722 5.6051 0.062 -0.004 0.016
C 2.9404 -1.8794 -2.6342 1.251 0.813 -0.437
C 4.0829 -2.3272 -3.3066 -1.162 -0.460 -0.737
C 4.5413 -1.6498 -4.4479 -0.127 -0.883 0.774
C 3.9471 -0.4677 -4.8244 -0.060 0.319 -0.655
C 2.8199 0.0121 -4.1657 1.333 -0.232 -0.528
C 2.3991 -0.6639 -3.0476 -1.425 0.002 0.501
H 2.5733 -2.4093 -1.7659 -0.093 -0.170 -0.439
H 4.4092 -3.3327 -3.0735 0.427 0.107 0.003
H 5.2592 -2.1384 -5.0944 0.373 0.268 0.186
H 4.3580 0.0678 -5.6740 -0.197 -0.049 -0.093
H 2.3373 0.8933 -4.5648 -0.070 0.094 0.434
H 1.5768 -0.1768 -2.5279 0.238 -0.952 -0.107
C 1.9648 -0.9906 0.1757 0.359 0.305 0.082
C 0.6963 -1.2071 -0.3242 0.077 -0.085 -0.046
C -0.3305 -0.3388 0.0145 -0.502 -0.544 0.454
C -0.0845 0.7237 0.8623 0.548 1.009 -0.223
C 1.2281 1.0197 1.2325 0.530 -0.424 1.055
C 2.2426 0.1023 1.0050 -0.132 -0.400 -1.569
H 2.7700 -1.5915 -0.2326 -0.119 -0.015 0.747
H 0.5625 -2.0648 -0.9727 -0.280 0.145 0.035
H -1.3443 -0.5520 -0.3059 0.010 0.054 -0.081
H -0.8561 1.4142 1.1808 -0.194 -0.093 -0.196
H 1.5231 1.8911 1.8066 -0.546 0.166 0.022
H 3.2849 0.2709 1.2435 -0.085 0.259 0.358
C -3.8847 -2.2083 -2.2886 0.162 0.374 0.915
C -3.8193 -3.1919 -3.4114 -1.116 -0.046 -0.843
O -2.6496 -3.0588 -4.1983 0.274 -0.080 0.405
H -4.7878 -2.4129 -1.7087 -0.157 0.144 -0.154
H -3.9129 -1.1741 -2.6337 -0.067 -0.069 -0.140
H -3.0849 -2.2533 -1.5434 0.254 -0.292 -0.317
H -4.6860 -2.9734 -4.0555 0.001 0.046 -0.011
H -4.0357 -4.2123 -3.0748 0.641 -0.078 0.197
H -2.5939 -3.8146 -4.7878 0.028 0.010 -0.049
C -0.2698 3.0934 -3.3778 -0.869 -0.321 0.299
C 0.1437 1.7035 -2.9553 0.012 -0.213 -0.070
O 1.4099 1.8380 -2.3104 -0.132 0.389 0.214
H -0.2029 3.7028 -2.4764 0.315 0.408 -0.326
H -1.3308 3.1313 -3.6463 0.035 -0.175 -0.212
H 0.3075 3.4470 -4.2283 0.197 0.254 0.224
H 0.2259 0.9980 -3.7910 0.194 0.195 -0.210
H -0.6167 1.2291 -2.3310 0.089 0.272 0.441
H 1.4551 1.3547 -1.4782 -0.265 0.078 0.006
C 4.8400 3.7642 2.9159 -0.219 0.159 -0.854
C 3.8177 3.0069 3.7634 1.686 -0.410 0.121
O 4.4504 2.7514 5.0356 -0.679 -0.084 -0.014
H 5.3222 4.5869 3.4430 -0.559 0.225 0.160
H 4.3662 4.1102 1.9905 0.054 0.291 0.128
H 5.7019 3.1840 2.5730 -0.300 -0.568 0.250
H 3.6043 2.0339 3.3101 -0.265 0.158 -0.196
H 2.8758 3.5348 3.9016 0.157 0.184 0.165
H 4.8301 1.8733 4.9592 0.105 0.021 0.225
C -0.3304 -4.6804 -2.3190 0.222 -0.769 -0.432
C 0.9240 -5.2048 -1.6436 -0.525 -0.553 1.270
O 1.3075 -4.3028 -0.6049 0.194 0.232 -0.371
H -0.5575 -5.3339 -3.1674 0.103 0.118 -0.129
H -0.2345 -3.6654 -2.6959 -0.035 0.073 0.123
H -1.1918 -4.8074 -1.6644 0.063 0.463 0.206
H 1.7326 -5.5036 -2.3155 0.124 0.658 -0.234
H 0.6616 -6.1337 -1.1202 -0.127 -0.222 -0.290
H 2.2166 -4.4869 -0.3278 -0.089 0.050 -0.155
C 5.1946 -2.8636 0.6415 0.683 0.251 -0.001
C 5.4054 -3.8886 -0.4536 -0.316 0.594 1.204
O 4.1192 -4.4841 -0.7109 1.336 -0.711 -0.544
H 4.6007 -3.2501 1.4685 -0.242 -0.134 -0.207
H 4.7578 -1.9455 0.2496 0.043 0.005 0.172
H 6.1786 -2.6651 1.0774 -0.082 0.413 -0.101
H 6.1458 -4.5857 -0.0458 -0.340 -0.501 -0.340
H 5.8339 -3.4270 -1.3455 -0.179 -0.029 -0.078
H 4.3661 -5.2786 -1.2059 -0.660 0.013 -0.021
C -0.7283 -2.1311 3.2474 1.406 0.771 -1.074
C 0.2228 -1.1784 3.9522 -1.312 0.615 1.535
O -0.3438 -1.1065 5.2852 0.324 -0.272 0.500
H -1.6880 -1.6297 3.1600 -0.180 -0.242 0.146
H -0.7793 -3.0909 3.7505 -0.109 0.003 0.051
H -0.3122 -2.2402 2.2385 -0.357 -0.379 -0.039
H 0.1165 -0.1470 3.5993 0.335 -0.313 -0.676
H 1.2809 -1.4488 3.9960 -0.138 -0.299 -0.238
H 0.2990 -0.7919 5.9277 0.047 0.085 -0.168
C -1.8301 5.5959 1.6392 0.385 0.128 0.651
C -1.3718 4.6670 0.5376 -0.468 -0.551 0.086
O -1.2599 5.3125 -0.7131 0.065 0.308 -0.208
H -2.8736 5.8978 1.5375 0.064 0.136 -0.218
H -1.1744 6.4675 1.6920 -0.207 0.154 -0.239
H -1.7386 5.1441 2.6324 -0.062 -0.297 -0.133
H -2.0618 3.8175 0.4575 -0.093 0.015 -0.017
H -0.4070 4.2081 0.7651 0.140 0.313 -0.059
H -2.1478 5.4698 -1.0756 0.640 -0.214 0.351
```
Positions in Å, forces in eV/Å.

Here are the Löwdin charges for atoms 1 to 4, given in e: atom 1 (Br): 0.76, atom 2 (C): -0.66, atom 3 (C): -0.62, atom 4 (Br): 0.67

***

No. 3
Below is a 3-piece molecular cluster, C5H14NO4 overall at a distorted geometry, with properties calculated with ωB97M-V/def2-TZVPD.

Its frontier orbital gap is 8.49 eV. As for the charge: -1. The energy above the lowest of the compared OMol25 structures with the same formula, charge and spin is 35.67 kJ/mol. The total energy is -15094.5498 eV.

The geometry in XYZ format:
```
24
Properties=species:S:1:pos:R:3:forces:R:3
O -1.4964 0.0762 -2.2710 -0.366 0.270 0.101
C -0.5091 0.1775 -1.5307 0.872 -0.786 -0.596
O 0.6959 -0.1073 -1.8759 -0.234 0.590 0.856
C -0.7063 0.6395 -0.0764 -0.912 0.576 -0.657
C 0.1881 -0.1580 0.8577 0.393 0.293 1.008
C -0.1221 0.0744 2.3455 0.966 -0.420 0.607
C -1.3438 -0.7005 2.7475 -2.217 -0.061 -0.713
N -0.3976 2.0687 0.0577 0.972 0.333 0.218
H -1.8162 0.5574 0.0805 1.072 -0.365 0.383
H 0.1213 -1.2046 0.6134 -0.483 -0.661 0.032
H 1.2728 -0.0139 0.7335 -0.473 0.731 -0.441
H 0.6854 -0.3560 2.9607 0.147 0.062 -0.331
H -0.0760 1.1367 2.6369 -0.598 -0.257 -0.467
H -2.1804 -0.5623 2.0381 0.412 0.165 -0.247
H -1.1800 -1.7769 2.6763 0.252 -0.020 0.354
H -1.8929 -0.4581 3.6577 0.735 0.029 0.589
H 0.4120 2.2414 -0.5278 0.157 0.176 0.117
H -1.0967 2.7402 -0.2193 -0.427 -0.464 -0.238
H 0.7218 -1.1946 -3.2507 -1.234 0.363 -0.258
H -0.7166 -1.1317 -3.9199 0.467 0.315 0.714
O 0.1524 -1.5491 -3.9726 0.591 -0.943 -0.917
H 2.3238 -0.1594 -1.0759 0.085 0.179 -0.106
H 3.6651 -0.2398 -1.7823 -0.032 0.041 0.154
O 3.2954 -0.0997 -0.9030 -0.144 -0.146 -0.162
```
Positions in Å, forces in eV/Å.

Here are the Löwdin charges for atoms 1 to 4, given in e: atom 1 (O): -0.03, atom 2 (C): -0.63, atom 3 (O): -0.11, atom 4 (C): -0.33

***

No. 4
Below is C24H35AsMgNO3S2 as an isolated structure, with properties calculated with ωB97M-V/def2-TZVPD.

Its frontier orbital gap is 8.65 eV. As for the charge: +1. The energy above the lowest of the compared OMol25 structures with the same formula, charge and spin is 104.33 kJ/mol. The total energy is -121039.5627 eV.

The geometry in XYZ format:
```
67
Properties=species:S:1:pos:R:3:forces:R:3
Mg 0.2466 0.1812 -0.5435 -0.090 -0.198 -0.069
C -0.7978 3.2992 0.6598 -0.041 -0.014 -0.017
C -1.3410 2.0579 -0.0115 -0.136 0.085 -0.005
C -1.2986 1.9542 -1.4150 -0.117 0.036 -0.010
C -0.7143 3.0789 -2.2325 -0.018 -0.029 0.012
C -1.8068 0.8052 -2.0492 -0.007 0.046 0.031
C -1.7919 0.7200 -3.5564 0.011 -0.011 0.016
C -2.3529 -0.2423 -1.2833 0.065 0.003 -0.022
C -2.7906 -1.5188 -1.9585 -0.019 0.006 0.008
C -2.4704 -0.1013 0.1095 0.104 -0.025 0.055
C -3.1882 -1.1471 0.9305 0.015 0.029 -0.023
C -1.9274 1.0281 0.7472 0.028 0.010 -0.025
C -1.9619 1.1174 2.2522 -0.026 0.019 0.007
H 0.2863 3.2472 0.7990 -0.007 -0.030 -0.012
H -1.2506 3.4596 1.6337 -0.008 0.005 -0.007
H -1.0031 4.1836 0.0608 -0.011 0.003 0.000
H 0.1154 3.5545 -1.7171 0.001 -0.006 0.021
H -1.4739 3.8403 -2.4318 0.003 -0.004 0.000
H -0.3390 2.7247 -3.1880 -0.002 -0.013 -0.016
H -0.8011 0.4555 -3.9386 0.000 -0.005 0.010
H -2.0682 1.6758 -3.9985 0.001 -0.007 0.004
H -2.4937 -0.0223 -3.9237 -0.001 -0.002 0.006
H -3.7878 -1.4170 -2.3949 0.002 0.003 0.004
H -2.8130 -2.3555 -1.2642 -0.009 0.047 -0.038
H -2.1061 -1.7884 -2.7614 0.003 0.006 -0.005
H -2.5036 -1.8925 1.3482 -0.056 0.069 -0.051
H -3.9227 -1.6814 0.3339 0.009 0.005 0.006
H -3.7199 -0.6827 1.7589 -0.001 -0.005 -0.002
H -2.8612 1.6361 2.5963 -0.002 -0.008 -0.017
H -1.1052 1.6648 2.6409 0.004 -0.011 -0.012
H -1.9557 0.1298 2.7075 -0.011 0.024 -0.007
S -1.7532 -4.5996 0.2147 0.115 -0.047 -0.061
C -0.5731 -3.7585 -0.4370 -0.333 -0.016 0.205
N 0.3072 -3.1360 -0.9206 0.157 0.070 -0.115
C 2.6442 0.0324 -4.0320 -0.046 -0.101 -0.041
As 2.9249 1.0371 -2.4402 -0.263 0.095 0.271
C 3.4070 2.7903 -3.0123 0.032 0.145 -0.031
C 4.4296 0.3577 -1.4894 0.008 -0.066 0.081
O 1.5601 1.2020 -1.4793 0.419 0.153 -0.325
H 3.5885 -0.0009 -4.5750 -0.020 -0.029 -0.036
H 1.8970 0.5443 -4.6353 -0.024 -0.025 -0.023
H 2.3196 -0.9721 -3.7775 0.001 -0.020 -0.004
H 4.3592 2.7627 -3.5407 -0.013 0.014 -0.003
H 3.4890 3.4313 -2.1370 0.013 0.028 -0.005
H 2.6332 3.1751 -3.6731 -0.010 0.032 0.000
H 5.3077 0.4043 -2.1323 -0.001 -0.007 0.003
H 4.2226 -0.6675 -1.1985 0.003 -0.035 0.030
H 4.5833 0.9884 -0.6157 0.026 -0.020 0.026
O 2.0913 -1.8523 -1.4732 -0.152 0.114 -0.016
C 0.9351 -1.8017 -1.1132 0.227 -0.321 -0.199
C 2.8604 -1.0260 2.5885 0.038 -0.135 -0.077
S 1.3830 -0.0337 2.6947 -0.054 0.292 -0.137
O 0.8483 -0.0396 1.2787 0.200 0.156 0.396
C 0.3396 -1.1401 3.5822 -0.067 -0.185 0.055
C -0.2153 -2.2348 2.9296 -0.009 0.009 0.146
C -1.0510 -3.0753 3.6454 -0.014 -0.005 0.047
C -1.3144 -2.8177 4.9882 0.007 0.006 -0.021
C -0.7557 -1.7169 5.6224 0.012 0.026 -0.014
C 0.0753 -0.8571 4.9140 -0.049 -0.092 0.004
H 2.6444 -1.8406 1.8957 0.068 -0.036 0.063
H 3.1009 -1.4044 3.5806 0.028 0.021 -0.002
H 3.6661 -0.3975 2.2139 -0.018 -0.020 -0.028
H -0.0139 -2.4140 1.8802 0.010 0.001 0.016
H -1.4986 -3.9272 3.1509 0.016 -0.002 0.005
H -1.9678 -3.4799 5.5415 0.009 0.013 -0.011
H -0.9757 -1.5174 6.6627 0.005 -0.007 -0.018
H 0.4998 0.0206 5.3885 -0.009 -0.031 -0.026
```
Positions in Å, forces in eV/Å.

Here are the Löwdin charges for atoms 1 to 4, given in e: atom 1 (Mg): 0.59, atom 2 (C): -0.01, atom 3 (C): -0.21, atom 4 (C): -0.22